Entry 1:
# C23H21Br2IrNO4P

A molecular structure, C23H21Br2IrNO4P (ωB97M-V with the def2-TZVPD basis set, the Open Molecules 2025 dataset).

Molar mass (g/mol): 758.423
Lowest unoccupied orbital energy (spin up / spin down) (eV): -9.21 / -12.34
Multiplicity: 6
<S²>: 8.819
Electronic energy (a.u.): -6837.3614
Orbital gap (spin up / spin down) (eV): 7.76 / 5.38
Charge: +3

CARTESIAN COORDINATES (ANGSTROEM)
Ir -0.55474 -0.87264 -0.50735
Br 1.32000 -0.30877 2.39959
C 1.47770 1.40559 3.10351
C 1.78161 1.46083 4.47074
C 1.87983 2.67504 5.11109
C 1.66245 3.86822 4.39784
C 1.35648 3.85413 3.02644
C 1.12444 5.06743 2.34406
C 0.82569 5.07155 0.99031
C 0.78952 3.87651 0.28609
C 1.03817 2.67984 0.95657
C 1.29640 2.61255 2.33225
H 1.92671 0.54029 5.01927
H 2.11393 2.71956 6.16650
H 1.74057 4.81717 4.91466
H 1.18145 5.99826 2.89327
H 0.64120 6.00503 0.47607
H 0.59503 3.86243 -0.77807
Br -2.58891 0.36318 0.47805
C -3.66618 -1.19923 0.42572
C -5.00860 -1.05074 0.74083
C -5.81955 -2.17563 0.74304
C -5.27061 -3.41581 0.44919
C -3.90688 -3.54474 0.14084
C -3.37181 -4.82034 -0.11309
C -2.01053 -4.96693 -0.38681
C -1.19416 -3.86065 -0.44575
C -1.64405 -2.52522 -0.25583
C -3.04969 -2.40349 0.09864
H -5.41795 -0.07902 0.98177
H -6.87007 -2.08225 0.98213
H -5.89667 -4.29890 0.46073
H -4.01974 -5.68761 -0.07781
H -1.60423 -5.95413 -0.56127
H -0.15614 -4.03764 -0.68053
O 0.49624 1.13315 -0.78640
N 1.09330 1.47497 0.22716
C 0.24333 -2.76018 -3.72211
O 1.03745 -2.98515 -2.52400
P 1.25644 -1.86528 -1.44327
O 2.07309 -0.69566 -2.07822
C 3.36313 -0.91459 -2.74656
O 2.26280 -2.53323 -0.43977
C 2.24518 -3.88415 0.08754
H 0.35572 -3.65352 -4.32669
H 0.62127 -1.89272 -4.25930
H -0.80313 -2.62236 -3.44917
H 3.48624 -0.07769 -3.42419
H 3.34164 -1.85322 -3.29500
H 4.14137 -0.92536 -1.98998
H 3.18015 -4.00661 0.62401
H 2.19780 -4.59578 -0.73392
H 1.40420 -4.00842 0.76844

Atomic forces in eV per Å
-0.049 -0.207 -0.111
-0.022 -0.077 -0.005
0.085 0.242 0.033
0.008 0.027 0.009
-0.014 0.051 -0.037
0.021 -0.068 0.078
-0.019 0.072 -0.057
0.013 -0.083 0.029
0.003 -0.048 -0.018
-0.008 0.136 0.004
0.016 -0.375 -0.205
-0.017 -0.032 0.126
0.007 -0.006 -0.003
0.005 -0.032 0.002
-0.006 0.014 -0.017
-0.005 0.005 0.003
-0.001 -0.005 -0.010
0.004 -0.012 0.001
0.061 0.053 -0.041
-0.054 0.038 0.023
0.019 -0.085 -0.017
-0.023 0.000 0.008
0.009 0.086 0.014
-0.016 -0.048 -0.007
0.044 0.011 0.004
-0.064 0.003 0.026
0.231 0.141 -0.087
-0.249 -0.091 0.006
0.012 0.051 -0.001
0.011 0.011 0.000
0.002 -0.002 -0.007
0.016 -0.017 -0.007
-0.006 0.002 -0.006
0.029 0.008 -0.007
-0.068 0.022 -0.063
-0.081 0.158 0.221
0.018 0.144 0.015
0.009 -0.018 0.051
-0.062 -0.060 0.050
0.129 -0.074 -0.004
0.029 0.010 -0.081
-0.104 0.012 0.057
-0.103 0.045 0.142
0.096 0.002 -0.090
-0.005 0.013 0.000
-0.016 -0.002 -0.017
0.004 0.010 -0.014
0.025 -0.008 -0.002
0.030 0.005 -0.013
0.023 -0.012 -0.018
-0.013 0.004 -0.001
-0.024 -0.016 0.009
0.070 -0.001 0.033

***

Entry 2:
# C23H21F2N3O5S2

C23H21F2N3O5S2 in the gas phase (ωB97M-V with the def2-TZVPD basis set, the Open Molecules 2025 dataset).

Molar mass (g/mol): 521.567
Lowest unoccupied orbital energy (eV): -0.57
Multiplicity: 1
SMILES: O=C(NCCN1C(=O)S/C(=C\c2ccc(OC(F)F)cc2)C1=O)[C@@H]1CCCN1C(=O)c1cccs1
Electronic energy (a.u.): -2425.7369
Orbital gap (eV): 7.84

CARTESIAN COORDINATES (ANGSTROEM)
O -4.99936 -0.62452 1.01641
C -4.27794 -0.53351 0.04664
N -4.07567 0.60068 -0.64546
H -3.34496 0.58318 -1.35910
C -4.54139 1.87267 -0.15024
C -3.65582 2.37320 0.99874
N -2.25744 2.40418 0.60788
C -1.80996 3.32301 -0.30105
O -2.45545 4.18150 -0.82493
S -0.06284 3.06339 -0.58708
C -0.00607 1.75045 0.56364
C 1.03875 1.02750 1.01404
C 2.43152 1.06699 0.65746
C 3.30511 0.19223 1.31201
C 4.64557 0.12973 0.98797
C 5.13725 0.95593 -0.01152
C 4.29160 1.84757 -0.66449
C 2.95661 1.90320 -0.33469
H 2.31227 2.59172 -0.85589
H 4.70397 2.48295 -1.43128
O 6.46277 0.97324 -0.44659
C 7.34799 0.09050 0.02543
F 6.96833 -1.19766 -0.17454
F 7.55078 0.19374 1.36251
H 8.31219 0.25016 -0.48146
H 5.28186 -0.56245 1.51544
H 2.92326 -0.45725 2.08546
H 0.77041 0.28881 1.76307
C -1.35540 1.47979 1.08924
O -1.64044 0.58351 1.84864
H -3.72468 1.68239 1.84256
H -3.96208 3.37740 1.29959
H -5.55766 1.74793 0.23221
H -4.53906 2.59058 -0.97134
C -3.54159 -1.74297 -0.57565
N -2.09500 -1.68048 -0.37076
C -1.31202 -0.93063 -1.16193
O -1.79957 -0.10127 -1.94058
C 0.14548 -1.10585 -1.18097
C 0.93640 -0.43235 -2.07921
C 2.29054 -0.80031 -2.02586
C 2.53174 -1.75072 -1.08402
S 1.10972 -2.20612 -0.24550
H 3.46305 -2.21592 -0.82834
H 3.05039 -0.38188 -2.66002
H 0.52940 0.29396 -2.75875
C -1.67381 -2.57781 0.68733
C -2.98101 -3.06324 1.30776
H -2.88139 -4.04893 1.75602
C -3.94540 -3.03444 0.12674
H -4.98451 -2.99570 0.44457
H -3.79220 -3.89326 -0.52763
H -3.31989 -2.35611 2.06355
H -1.04736 -2.04748 1.40775
H -1.10930 -3.41952 0.26813
H -3.74770 -1.74170 -1.65192

Atomic forces in eV per Å
-0.255 -0.015 0.481
0.273 -0.185 -0.641
0.082 0.409 -0.191
-0.154 -0.122 0.146
-0.040 0.007 0.282
-0.425 -0.074 -0.031
-0.546 -0.050 0.243
0.710 -0.130 -0.001
-0.272 0.212 -0.134
0.112 0.157 -0.193
0.780 -0.167 0.122
-1.004 0.323 0.050
0.549 0.082 -0.075
-0.130 0.353 -0.169
0.188 -0.090 0.081
-0.139 0.058 -0.107
0.393 -0.126 0.030
-0.096 -0.169 0.271
0.067 0.068 -0.112
0.048 0.090 -0.110
-0.832 0.447 -0.056
1.344 -0.539 -0.032
-0.232 -0.142 -0.195
-0.103 0.246 0.211
-0.407 0.020 0.130
0.058 0.007 -0.015
-0.069 -0.071 0.066
-0.080 0.005 -0.010
0.106 -0.176 0.189
-0.130 -0.105 0.085
-0.014 0.150 -0.094
0.041 -0.081 0.026
0.068 0.119 -0.077
-0.051 -0.055 0.081
-0.513 0.002 -0.127
-0.086 0.064 -0.079
-0.341 0.184 -0.178
0.110 -0.048 -0.185
0.720 -0.206 -0.025
-0.420 -0.115 0.194
0.199 -0.229 0.052
-0.342 -0.172 0.080
0.224 0.228 -0.411
0.237 -0.056 0.048
0.163 0.060 -0.098
-0.152 0.109 -0.095
0.344 -0.359 0.404
0.029 0.004 -0.059
0.043 -0.011 0.046
-0.019 0.152 0.046
0.008 -0.028 -0.050
0.023 0.008 -0.052
0.001 -0.011 0.029
-0.030 -0.054 -0.006
-0.083 0.034 0.077
0.044 -0.012 0.138

***

Entry 3:
# C23H21F6MnN6O6S3

A molecular structure, C23H21F6MnN6O6S3 (ωB97M-V with the def2-TZVPD basis set, the Open Molecules 2025 dataset).

Molar mass (g/mol): 742.584
Lowest unoccupied orbital energy (spin up / spin down) (eV): -8.68 / -7.10
Multiplicity: 5
<S²>: 6.072
Electronic energy (a.u.): -4613.3184
Orbital gap (spin up / spin down) (eV): 4.64 / 6.28
Charge: +2

CARTESIAN COORDINATES (ANGSTROEM)
Mn 0.05690 -0.17689 -0.35490
F 1.66901 3.34158 3.24443
C 0.80044 2.76254 2.46625
F 0.53486 1.52512 2.89646
F -0.33053 3.46213 2.41729
S 1.36504 2.62128 0.70081
O 0.31127 1.71075 0.14776
O 1.34668 3.91827 0.13669
N 2.72525 1.85364 0.78413
S 2.92181 0.87565 -0.43533
O 2.76925 1.50059 -1.70969
O 2.10167 -0.34460 -0.26185
C 4.66836 0.28670 -0.22808
F 4.86695 -0.61348 -1.17623
F 5.48426 1.29964 -0.37017
F 4.78589 -0.26209 0.96673
C -2.60982 3.99865 -1.54368
N -1.46322 3.46492 -2.25550
C -0.48046 4.23611 -2.84365
C 0.43191 3.40287 -3.36963
N -0.00729 2.11108 -3.10836
C -1.17318 2.16071 -2.41113
S -2.11843 0.83347 -1.94084
C 0.62803 0.94364 -3.57565
C 1.23419 1.01689 -4.82176
C 1.85827 -0.10357 -5.32876
C 1.80480 -1.27314 -4.59058
C 1.14833 -1.25583 -3.37786
N 0.57994 -0.16921 -2.83868
H -3.07615 4.77964 -2.13991
H -2.29260 4.42221 -0.59011
H -3.32553 3.20094 -1.37260
H -0.50263 5.31105 -2.81535
H 1.37090 3.60588 -3.85130
H 1.18778 1.93431 -5.39067
H 2.34760 -0.06989 -6.29234
H 2.24951 -2.18957 -4.95117
H 1.06318 -2.16423 -2.80712
O -3.12203 -5.75245 -2.18302
C -1.73124 -5.85674 -2.03651
C -1.22607 -4.60420 -1.39601
C 0.13673 -4.32155 -1.29808
C 0.53316 -3.08451 -0.84877
N -0.34330 -2.13877 -0.47256
C -1.65173 -2.48180 -0.36426
C -2.11797 -3.68253 -0.84927
C -2.46051 -1.50781 0.37717
C -3.74440 -1.74200 0.81979
C -4.37746 -0.79569 1.62349
C -5.75862 -1.04560 2.14349
O -6.25412 -2.22508 1.56461
C -3.67929 0.36790 1.92883
C -2.40249 0.53992 1.43750
N -1.79802 -0.37700 0.68379
H -3.46972 -6.53619 -2.61900
H -1.22181 -5.98359 -2.99902
H -1.44972 -6.71144 -1.40657
H 0.87966 -5.05230 -1.58960
H 1.58144 -2.81949 -0.78392
H -3.16800 -3.93386 -0.81584
H -4.27416 -2.64790 0.56455
H -6.38842 -0.17900 1.91034
H -5.70113 -1.12047 3.23698
H -7.12495 -2.42197 1.92043
H -4.12236 1.13804 2.54622
H -1.85040 1.44845 1.63768

Atomic forces in eV per Å
-1.331 0.236 -0.511
0.173 0.050 -0.080
-0.214 -0.301 -0.197
0.041 0.143 0.071
0.077 -0.094 0.098
0.147 0.376 0.474
-0.674 -0.527 -0.257
0.020 0.016 -0.056
-0.066 -0.091 0.003
0.463 0.877 -0.405
0.260 -0.125 -0.129
-0.825 -0.831 0.172
-0.129 -0.183 0.259
0.005 -0.015 0.009
-0.040 0.052 0.013
0.078 0.022 -0.091
-0.167 0.155 0.127
0.090 -0.210 -0.011
0.214 0.081 -0.051
0.047 0.203 0.045
0.116 0.040 0.477
-0.272 -0.089 -0.206
0.273 -0.046 0.339
-0.097 -0.269 -0.337
-0.013 0.003 -0.011
-0.003 0.015 -0.007
-0.030 -0.101 0.001
0.010 0.076 -0.009
0.363 0.306 0.254
0.014 -0.024 -0.033
0.020 -0.035 -0.026
0.027 -0.024 -0.024
-0.015 -0.004 0.021
-0.024 -0.002 -0.003
0.016 -0.021 0.012
0.004 -0.006 -0.001
-0.009 -0.001 0.011
0.085 -0.020 -0.040
-0.047 0.076 0.034
0.056 -0.241 0.014
0.013 0.277 0.135
-0.151 -0.131 0.012
0.294 0.095 0.067
0.127 -0.033 0.072
0.015 0.073 -0.048
0.025 -0.117 -0.061
-0.007 0.030 0.046
-0.054 0.032 -0.060
0.175 -0.015 -0.153
-0.124 0.083 0.115
0.086 -0.027 -0.046
-0.087 -0.142 0.021
0.151 0.378 0.011
0.772 -0.133 0.073
-0.001 -0.050 0.000
-0.003 0.026 0.007
0.038 0.031 0.000
0.040 0.061 -0.033
-0.026 0.048 -0.070
-0.007 0.085 -0.015
0.047 -0.015 0.009
0.031 0.004 -0.019
0.011 0.010 -0.014
-0.067 -0.013 0.024
0.041 0.019 0.000
0.015 -0.044 -0.020

***

Entry 4:
# C23H21F6Si

2 unconnected molecules or ions with the total composition C23H21F6Si (ωB97M-V with the def2-TZVPD basis set, the Open Molecules 2025 dataset).

Molar mass (g/mol): 439.495
Lowest unoccupied orbital energy (eV): -6.57
Multiplicity: 1
Electronic energy (a.u.): -1777.4871
Orbital gap (eV): 5.07
Charge: +1

CARTESIAN COORDINATES (ANGSTROEM)
F 6.10997 2.83222 -0.89325
C 5.97764 2.53117 0.43613
F 6.85749 1.52117 0.71045
F 6.40210 3.63513 1.13559
C 4.56337 2.16223 0.77629
C 4.30798 1.21800 1.77398
C 3.00078 0.86606 2.04316
C 1.88613 1.41416 1.32461
C 0.58775 0.86612 1.58447
C -0.71447 1.39860 1.30915
C -1.03739 2.38610 0.33460
C -2.35014 2.73584 0.06167
C -3.39369 2.12170 0.74629
C -4.81160 2.46353 0.39428
F -5.66523 1.42132 0.64103
F -5.27703 3.54071 1.10702
F -4.93869 2.78091 -0.93006
C -3.13462 1.20488 1.76520
C -1.82753 0.85991 2.03939
C 2.20469 2.44020 0.38670
C 3.51676 2.78440 0.10569
H 5.12952 0.77877 2.32868
H 2.79966 0.13718 2.83519
H 0.58836 0.02473 2.29027
H -0.26300 2.87944 -0.23907
H -2.57494 3.49095 -0.68391
H -3.95566 0.77847 2.33418
H -1.62445 0.14837 2.84706
H 1.42794 2.97676 -0.14256
H 3.73822 3.54699 -0.63477
C 1.51122 -1.77160 -2.18441
Si 0.52691 -2.22971 -0.68308
C 1.20561 -3.77344 0.09479
H 0.61064 -1.05739 0.31054
C -1.23900 -2.60495 -1.23929
C -1.52195 -3.63819 -2.14367
C -2.84610 -3.88316 -2.52677
C -3.88636 -3.09925 -2.00961
C -3.59462 -2.05984 -1.11455
C -2.27452 -1.81451 -0.72486
H 1.08721 -0.88107 -2.66808
H 2.55603 -1.57170 -1.90925
H 1.46791 -2.62259 -2.87958
H 0.59977 -4.07792 0.95912
H 1.17410 -4.56660 -0.66657
H 2.24400 -3.61815 0.41835
H -0.71591 -4.25573 -2.55284
H -3.06685 -4.68694 -3.23118
H -4.92303 -3.29466 -2.30378
H -4.39881 -1.43135 -0.71317
H -2.04615 -1.00729 -0.01958

Atomic forces in eV per Å
-0.266 -0.330 1.328
2.034 0.605 -0.512
-1.043 0.960 -0.202
-0.664 -1.219 -0.655
-0.295 -0.362 0.334
-0.069 0.304 -0.051
-0.733 -0.464 0.006
0.943 -0.047 -0.266
-0.005 1.089 0.911
-0.976 -0.161 -0.321
0.124 -0.039 0.012
0.297 0.020 0.073
0.313 -0.215 0.283
-2.039 0.521 -0.516
1.005 0.998 -0.170
0.700 -1.174 -0.654
0.262 -0.326 1.298
0.012 0.209 0.019
0.818 -0.391 0.083
-0.126 -0.093 -0.006
-0.334 0.102 0.054
-0.126 -0.001 -0.073
0.087 0.156 -0.366
0.003 0.316 -0.309
-0.324 -0.195 0.064
0.095 -0.158 0.012
0.173 -0.004 -0.119
-0.086 0.168 -0.368
0.307 -0.201 0.046
-0.102 -0.129 0.085
0.229 0.237 0.045
-0.368 -0.354 -0.300
0.194 0.119 0.281
-0.291 -0.396 -0.325
0.396 0.606 0.547
-0.415 0.144 0.062
0.066 0.135 0.134
0.259 0.166 0.134
-0.133 0.025 0.023
-0.400 -0.382 -0.410
0.161 -0.258 -0.011
-0.163 -0.068 -0.255
0.109 0.310 0.059
0.193 -0.035 -0.233
0.063 0.115 0.288
-0.195 -0.230 -0.061
-0.290 0.194 0.127
0.044 0.234 0.218
0.452 0.089 0.110
0.247 -0.324 -0.200
-0.145 -0.265 -0.256